#1
{"formula": "H4NPS", "method": "ωB97M-V with the def2-TZVPD basis set", "lumo_ha": 0.026, "spin_multiplicity": 1, "gap_ha": 0.33557, "mol_weight_da": 81.08, "smiles": "NSP", "species": ["N", "P", "S", "H", "H", "H", "H"], "coordinates": [[-1.274, -0.541, 0.044], [1.563, -0.024, 0.253], [-0.292, 0.890, 0.244], [-1.392, -0.628, 1.047], [-2.180, -0.394, -0.365], [1.405, -0.441, -1.052], [2.169, 1.138, -0.171]], "nbo_charge": [-0.959, 0.204, 0.045, 0.367, 0.381, -0.020, -0.019]}

#2
{"formula": "H4NPS", "method": "ωB97M-V with the def2-TZVPD basis set", "lumo_ha": [-0.038, -0.051], "spin_multiplicity": 1, "gap_ha": [0.29637, 0.26546], "mol_weight_da": 81.08, "species": ["N", "P", "S", "H", "H", "H", "H"], "coordinates": [[-0.466, 1.194, -0.327], [0.907, -1.989, 0.711], [-1.210, 0.757, 1.203], [-1.039, 1.571, -1.073], [0.376, 1.712, -0.208], [0.074, -2.523, -0.391], [1.359, -0.721, 0.085]], "nbo_charge": [-0.912, 0.083, 0.153, 0.383, 0.374, -0.040, -0.041]}

Name the least stable of them. #2.

#1
{"formula": "C4H9N3O2S", "method": "ωB97M-V with the def2-TZVPD basis set", "lumo_ha": 0.020, "spin_multiplicity": 1, "gap_ha": 0.35257, "mol_weight_da": 163.20, "species": ["C", "C", "C", "C", "N", "N", "N", "O", "O", "S", "H", "H", "H", "H", "H", "H", "H", "H", "H"], "coordinates": [[0.169, 0.114, 0.100], [2.159, -0.955, 0.352], [-1.992, -0.956, 0.342], [-1.822, 1.416, -0.566], [0.752, -0.946, 0.552], [0.949, 1.175, -0.441], [-1.217, 0.227, -0.007], [3.194, 1.499, 0.786], [2.492, -2.013, -0.661], [2.675, 0.727, -0.324], [2.566, -1.153, 1.334], [-2.752, -0.687, 1.082], [-2.447, -1.467, -0.453], [-1.251, -1.636, 0.649], [-2.947, 1.403, -0.285], [-1.235, 2.217, -0.065], [-1.655, 1.425, -1.671], [0.641, 2.060, -0.108], [1.720, -2.450, -0.617]], "nbo_charge": [0.615, 0.027, -0.413, -0.398, -0.620, -0.854, -0.421, -0.944, -0.707, 1.391, 0.201, 0.193, 0.191, 0.249, 0.221, 0.190, 0.207, 0.406, 0.467]}

#2
{"formula": "C4H9N3O2S", "method": "ωB97M-V with the def2-TZVPD basis set", "lumo_ha": 0.020, "spin_multiplicity": 1, "gap_ha": 0.33953, "mol_weight_da": 163.20, "smiles": "[H]/N=C(\\N)N(C)CS.O=C=O", "species": ["C", "C", "C", "C", "N", "N", "N", "O", "O", "S", "H", "H", "H", "H", "H", "H", "H", "H", "H"], "coordinates": [[2.228, 1.663, -0.134], [0.724, -0.437, 0.382], [-0.863, 0.305, -1.443], [-0.821, 1.393, 0.723], [1.144, -1.543, -0.377], [-0.099, 0.566, -0.196], [0.936, -0.371, 1.639], [1.936, 2.597, 0.507], [2.650, 0.881, -0.847], [-1.949, 0.587, 1.880], [-1.792, -0.303, -1.175], [-1.184, 1.247, -1.771], [-0.122, 0.091, -2.176], [-1.359, 2.154, 0.226], [1.084, -1.360, -1.330], [2.029, -1.926, 0.008], [1.441, -1.198, 1.975], [-0.074, 1.726, 1.460], [-0.859, -0.048, 2.483]], "nbo_charge": [1.046, 0.606, -0.427, -0.355, -0.823, -0.480, -0.806, -0.524, -0.533, -0.129, 0.223, 0.205, 0.208, 0.217, 0.381, 0.397, 0.350, 0.257, 0.186]}

Name the least stable of them. #1.

#1
{"formula": "C3H7N2S2", "method": "ωB97M-V with the def2-TZVPD basis set", "lumo_ha": [-0.215, -0.205], "spin_multiplicity": 1, "gap_ha": [0.24901, 0.25202], "total_charge": 1, "mol_weight_da": 135.24, "smiles": "S=C[NH2+]CCN=S", "species": ["C", "C", "C", "N", "N", "S", "S", "H", "H", "H", "H", "H", "H", "H"], "coordinates": [[-1.249, 0.237, 0.608], [0.195, -0.444, 0.301], [-0.012, 0.845, -1.800], [-1.920, 0.273, -0.686], [0.780, 0.515, -0.598], [-0.066, 2.393, -2.324], [-3.310, 0.827, -0.872], [-1.833, -0.472, 1.233], [-1.141, 1.241, 0.950], [0.799, -0.456, 1.236], [-0.018, -1.448, 0.027], [-0.368, 0.162, -2.546], [0.864, 1.383, -0.038], [1.821, 0.226, -0.832]], "nbo_charge": [-0.285, -0.250, -0.195, -0.613, -0.577, 0.151, 0.591, 0.257, 0.223, 0.243, 0.256, 0.264, 0.458, 0.476]}

#2
{"formula": "C3H7N2S2", "method": "ωB97M-V with the def2-TZVPD basis set", "lumo_ha": -0.164, "spin_multiplicity": 1, "gap_ha": 0.34965, "total_charge": 1, "mol_weight_da": 135.24, "species": ["C", "C", "C", "N", "N", "S", "S", "H", "H", "H", "H", "H", "H", "H"], "coordinates": [[0.729, -0.698, 1.372], [-1.192, -0.601, -0.048], [-0.265, 0.458, -0.789], [1.209, 0.265, 0.675], [-0.456, -1.252, 1.048], [-0.744, 2.156, -0.552], [0.458, -0.054, -2.308], [1.302, -1.145, 2.159], [-1.914, 0.207, 0.204], [-1.417, -1.358, -0.696], [2.153, 0.512, 0.438], [-0.892, -2.004, 1.571], [0.484, 2.687, -0.740], [0.409, 1.304, -2.750]], "nbo_charge": [0.358, -0.290, -0.144, -0.620, -0.552, 0.135, 0.185, 0.227, 0.242, 0.238, 0.433, 0.446, 0.163, 0.178]}

Name the least stable of them. #1.

#1
{"formula": "C6H7FO", "method": "ωB97M-V with the def2-TZVPD basis set", "lumo_ha": 0.003, "spin_multiplicity": 1, "gap_ha": 0.35864, "mol_weight_da": 114.12, "smiles": "C=CC(=O)C(=C)CF", "species": ["C", "C", "C", "C", "C", "C", "H", "H", "H", "H", "H", "H", "H", "O", "F"], "coordinates": [[1.653, 0.666, 0.286], [0.388, -0.097, -0.160], [0.712, -1.294, -0.774], [-0.930, 0.659, -0.181], [-2.251, -0.071, -0.122], [-2.033, -1.259, 0.694], [1.839, 1.488, -0.313], [1.658, 1.036, 1.327], [-0.029, -1.890, -1.378], [1.872, -1.151, -0.759], [-3.093, 0.196, -0.799], [-1.107, -1.408, 1.266], [-2.886, -1.906, 0.685], [-0.947, 1.877, -0.112], [2.677, -0.335, 0.268]], "nbo_charge": [0.026, -0.171, -0.375, 0.494, -0.279, -0.348, 0.192, 0.187, 0.231, 0.279, 0.245, 0.227, 0.203, -0.547, -0.363]}

#2
{"formula": "C6H7FO", "method": "ωB97M-V with the def2-TZVPD basis set", "lumo_ha": 0.035, "spin_multiplicity": 1, "gap_ha": 0.32335, "mol_weight_da": 114.12, "smiles": "CC1=C(F)[C@H]2C[C@H]2O1", "species": ["C", "C", "C", "C", "C", "C", "H", "H", "H", "H", "H", "H", "H", "O", "F"], "coordinates": [[-2.205, -0.958, 0.147], [-0.831, -0.364, 0.161], [-0.341, 0.933, -0.086], [1.104, 0.728, -0.249], [2.267, 0.018, 0.610], [1.283, -0.810, -0.409], [-2.033, -1.978, 0.781], [-2.104, -1.553, -1.006], [-3.094, -0.335, 0.436], [1.610, 1.438, -0.809], [3.252, 0.164, 0.065], [2.027, -0.262, 1.634], [1.726, -1.222, -1.393], [0.078, -1.410, -0.081], [-1.074, 1.972, -0.011]], "nbo_charge": [-0.680, 0.205, 0.318, -0.336, -0.451, 0.105, 0.241, 0.232, 0.249, 0.221, 0.239, 0.233, 0.193, -0.489, -0.281]}

Name the least stable of them. #2.

#1
{"formula": "C7H12N3O3", "method": "ωB97M-V with the def2-TZVPD basis set", "lumo_ha": -0.138, "spin_multiplicity": 1, "gap_ha": 0.34195, "total_charge": 1, "mol_weight_da": 186.19, "smiles": "CC(=O)Nc1on[n+](C)c1[C@H](C)O", "species": ["C", "C", "C", "C", "C", "C", "C", "N", "N", "N", "O", "O", "O", "H", "H", "H", "H", "H", "H", "H", "H", "H", "H", "H", "H"], "coordinates": [[0.195, 0.991, 0.226], [-1.377, 0.991, -0.172], [-3.549, -0.240, 0.019], [-3.996, -1.638, 0.080], [1.989, -0.619, -0.765], [1.698, 3.082, 0.214], [1.185, -0.129, 0.467], [-0.643, 2.988, -0.275], [0.458, 2.303, 0.059], [-2.145, -0.046, 0.114], [-4.184, 0.701, -0.240], [-1.601, 2.207, -0.446], [0.403, -1.125, 1.158], [-4.950, -1.807, 0.590], [-3.161, -2.185, 0.562], [-4.302, -1.973, -0.899], [1.329, -0.523, -1.658], [2.204, -1.682, -0.668], [2.972, -0.118, -0.935], [2.156, 3.375, -0.630], [1.453, 3.915, 0.777], [2.371, 2.538, 0.921], [1.998, 0.258, 1.136], [-1.620, -0.895, 0.401], [0.858, -1.961, 1.124]], "nbo_charge": [0.122, 0.574, 0.695, -0.727, -0.644, -0.405, 0.051, 0.074, -0.090, -0.638, -0.500, -0.154, -0.719, 0.279, 0.214, 0.277, 0.225, 0.238, 0.247, 0.243, 0.252, 0.235, 0.200, 0.455, 0.495]}

#2
{"formula": "C7H12N3O3", "method": "ωB97M-V with the def2-TZVPD basis set", "lumo_ha": [-0.193, -0.193], "spin_multiplicity": 1, "gap_ha": [0.30447, 0.30452], "total_charge": 1, "mol_weight_da": 186.19, "smiles": "CC(=C=[N+]([O-])O)C(=O)C(C)(C)N=[NH2+]", "species": ["C", "C", "C", "C", "C", "C", "C", "N", "N", "N", "O", "O", "O", "H", "H", "H", "H", "H", "H", "H", "H", "H", "H", "H", "H"], "coordinates": [[0.516, 1.533, 0.066], [1.636, 0.920, -0.036], [-0.734, 0.995, -0.631], [-0.922, -0.657, -0.318], [0.165, 2.728, 0.848], [-1.937, -1.065, -1.309], [-1.567, -0.632, 1.095], [0.173, -1.379, -0.587], [2.584, 0.086, -0.043], [0.801, -2.179, 0.149], [-1.573, 1.636, -1.203], [2.629, -0.864, 0.738], [3.395, 0.074, -1.177], [-0.671, 2.310, 1.476], [-0.351, 3.520, 0.203], [0.919, 3.366, 1.263], [-2.278, -2.010, -1.023], [-1.496, -1.168, -2.267], [-2.879, -0.346, -1.385], [-0.773, -0.672, 1.860], [-2.213, -1.438, 1.434], [-2.137, 0.407, 1.162], [1.618, -2.679, -0.421], [0.772, -2.516, 1.055], [4.326, 0.028, -0.949]], "nbo_charge": [-0.140, 0.264, 0.664, -0.062, -0.643, -0.587, -0.660, -0.019, 0.319, -0.308, -0.429, -0.465, -0.521, 0.240, 0.268, 0.264, 0.220, 0.238, 0.267, 0.218, 0.256, 0.251, 0.440, 0.418, 0.506]}

Name the least stable of them. #2.

#1
{"formula": "C3H4FNO2", "method": "ωB97M-V with the def2-TZVPD basis set", "lumo_ha": 0.030, "spin_multiplicity": 1, "gap_ha": 0.36736, "mol_weight_da": 105.07, "smiles": "FCC1=NOCO1", "species": ["C", "C", "C", "H", "H", "H", "H", "N", "O", "O", "F"], "coordinates": [[-1.789, 0.304, 0.122], [-0.354, -0.151, 0.064], [1.842, 0.110, -0.138], [-2.054, 0.646, 1.153], [-2.059, 1.131, -0.599], [2.524, 0.348, 0.648], [2.310, 0.210, -1.155], [0.054, -1.361, 0.050], [1.439, -1.276, 0.068], [0.623, 0.800, -0.016], [-2.536, -0.761, -0.198]], "nbo_charge": [0.017, 0.413, 0.211, 0.187, 0.189, 0.170, 0.157, -0.136, -0.385, -0.493, -0.330]}

#2
{"formula": "C3H4FNO2", "method": "ωB97M-V with the def2-TZVPD basis set", "lumo_ha": 0.029, "spin_multiplicity": 1, "gap_ha": 0.42188, "mol_weight_da": 105.07, "smiles": "F[C@@H]1OCC=NO1", "species": ["C", "C", "C", "N", "O", "O", "F", "H", "H", "H", "H"], "coordinates": [[1.017, 0.183, -0.510], [0.216, -0.874, 0.030], [0.447, 0.026, 2.142], [1.749, 0.833, 0.258], [-0.454, -0.309, 1.158], [1.606, 0.496, 1.631], [0.748, -1.063, 3.007], [1.230, 0.477, -1.571], [-0.505, -1.205, -0.668], [0.935, -1.581, 0.422], [0.021, 0.643, 2.976]], "nbo_charge": [0.010, -0.159, 0.682, -0.064, -0.495, -0.405, -0.390, 0.225, 0.221, 0.216, 0.159]}

#3
{"formula": "C3H4FNO2", "method": "ωB97M-V with the def2-TZVPD basis set", "lumo_ha": [-0.095, -0.095], "spin_multiplicity": 1, "gap_ha": [0.23287, 0.23280], "mol_weight_da": 105.07, "species": ["C", "C", "C", "N", "O", "O", "F", "H", "H", "H", "H"], "coordinates": [[-1.763, -1.277, 0.454], [0.240, 0.015, -0.338], [-0.575, 1.175, -0.671], [-0.441, -0.713, 0.672], [-1.873, -2.351, 1.091], [-2.518, -0.694, -0.328], [-0.600, 1.453, -1.977], [0.691, -0.697, -1.122], [1.021, 0.551, 0.244], [-1.259, 1.950, -0.111], [0.023, -1.314, 1.299]], "nbo_charge": [0.850, -0.376, 0.585, -0.656, -0.711, -0.665, -0.267, 0.265, 0.295, 0.266, 0.414]}

#4
{"formula": "C3H4FNO2", "method": "ωB97M-V with the def2-TZVPD basis set", "lumo_ha": 0.026, "spin_multiplicity": 1, "gap_ha": 0.36834, "mol_weight_da": 105.07, "smiles": "C=[N+]([O-])O.C#CF", "species": ["C", "C", "C", "N", "O", "O", "F", "H", "H", "H", "H"], "coordinates": [[1.150, -0.704, -1.814], [1.100, -1.442, -0.936], [-1.321, 0.349, 0.004], [-0.495, 1.001, 0.766], [0.135, 2.048, 0.679], [-0.210, 0.231, 1.954], [1.177, -2.160, 0.150], [1.176, -0.230, -2.678], [0.418, 0.858, 2.469], [-1.618, -0.646, 0.325], [-1.513, 0.694, -0.921]], "nbo_charge": [-0.382, 0.432, -0.250, 0.381, -0.469, -0.575, -0.266, 0.218, 0.490, 0.217, 0.203]}

Name the least stable of them. #4.